1.
{"formula": "C3H7N3O3", "method": "wB97M-V/def2-TZVPD", "symbols": ["H", "H", "C", "O", "H", "H", "H", "N", "H", "N", "O", "N", "O", "C", "H", "C"], "coordinates": [[2.0930, 0.8084, -0.2207], [2.0588, 0.2700, -1.9228], [-0.5127, -0.0056, 1.1500], [-0.6373, 1.9258, -0.4266], [2.7235, -0.7931, -0.6480], [-1.7386, 1.2191, 2.1855], [-0.1658, -2.2192, -1.0563], [0.3451, -0.9196, 0.9333], [-0.9118, -0.0915, 3.1191], [-1.0653, 0.4716, 2.2941], [0.4965, -1.7045, -1.5515], [0.6329, -0.6147, -0.6444], [-1.9819, 0.1305, -0.7779], [-0.8633, 0.7390, -0.2724], [-2.4315, 0.8330, -1.2795], [1.9584, -0.0490, -0.8820]], "total_energy_ha": -508.3859, "max_force_ev_per_a": 3.29, "e_above_lowest_kcal_mol": 109.2}

2.
{"formula": "C3H7N3OS", "method": "wB97M-V/def2-TZVPD", "symbols": ["O", "H", "N", "H", "C", "H", "C", "H", "H", "H", "N", "N", "H", "S", "C"], "coordinates": [[-1.3949, 1.9527, -0.3702], [1.1552, -1.5950, -0.8011], [0.9828, -0.6991, 0.0569], [2.9280, -1.0947, 0.0250], [-0.0307, 0.0289, -0.3122], [-2.0125, 1.4503, 0.1775], [-2.0772, -0.8865, -0.6724], [2.3814, 0.8673, 0.4104], [-2.7010, -1.5892, -1.1659], [0.1577, 1.8470, 0.8807], [-0.8837, -0.7104, -1.1575], [-0.1244, 1.3513, -0.2807], [2.2877, -0.3164, 1.7676], [-2.8454, -0.3485, 0.7802], [2.1770, -0.2577, 0.6618]], "total_energy_ha": -756.0097, "max_force_ev_per_a": 7.95, "e_above_lowest_kcal_mol": 140.9}

3.
{"formula": "C3H7N3OS", "method": "wB97M-V/def2-TZVPD", "symbols": ["C", "H", "N", "N", "O", "N", "H", "H", "H", "H", "C", "H", "C", "S", "H"], "coordinates": [[0.0488, 1.2089, -0.1844], [0.7211, -2.0335, 0.9983], [1.2390, 1.5519, 0.0768], [-1.1102, 1.9726, -0.2095], [0.7895, -0.9120, -0.7361], [-0.1729, -0.1468, -0.5576], [-1.1517, -1.8496, -0.4623], [1.2770, 2.5350, 0.0055], [-1.9588, 1.4391, -0.5649], [-0.9548, 2.6725, 0.8308], [1.3626, -1.6545, 0.3621], [1.8907, -2.4492, -0.2601], [-1.3068, -0.8881, -0.2226], [-2.9381, -0.4649, 0.0228], [2.2644, -0.9814, 0.9009]], "total_energy_ha": -756.0205, "max_force_ev_per_a": 8.54, "e_above_lowest_kcal_mol": 134.2}

4.
{"formula": "C3H7N3S", "method": "wB97M-V/def2-TZVPD", "symbols": ["C", "H", "H", "C", "H", "H", "N", "C", "H", "H", "S", "H", "N", "N"], "coordinates": [[0.2943, -0.2037, -0.5645], [-3.7494, 1.2363, 0.1067], [1.9015, 1.9820, 0.3151], [1.5710, -0.1149, 0.1118], [0.3579, -0.2415, -1.7718], [2.1101, -1.0211, 0.4225], [-2.5783, -0.5067, 0.3571], [2.2149, 1.0023, 0.4419], [-0.2395, 0.7003, -0.2305], [-0.3035, -2.3521, -0.0812], [-2.5202, 1.2468, -0.2979], [3.1532, 0.9001, 1.0583], [-1.7222, -1.2910, 0.2275], [-0.4899, -1.3369, -0.0948]], "total_energy_ha": -680.8069, "max_force_ev_per_a": 3.95, "e_above_lowest_kcal_mol": 110.0}

5.
{"formula": "C3H7N3S", "method": "wB97M-V/def2-TZVPD", "symbols": ["N", "C", "N", "C", "H", "H", "H", "H", "S", "C", "N", "H", "H", "H"], "coordinates": [[0.4566, 0.1231, -0.4398], [-0.0367, 1.3300, 0.2203], [-0.1568, -1.7932, 0.9941], [-1.2979, -0.9527, 1.2705], [1.0205, -1.8707, -0.5805], [2.0690, -0.0840, -1.5939], [0.9940, 1.9569, 0.0447], [-1.0189, 1.6575, -0.0768], [-2.4573, -0.3133, 0.2856], [0.4420, -1.0828, 0.0600], [1.2849, 0.5134, -1.5171], [-0.2741, 1.1209, 1.3490], [0.7364, 0.3552, -2.4343], [-1.7618, -0.9604, 2.4179]], "total_energy_ha": -680.8127, "max_force_ev_per_a": 6.85, "e_above_lowest_kcal_mol": 106.4}

6.
{"formula": "C3H7N3S", "method": "wB97M-V/def2-TZVPD", "symbols": ["N", "H", "H", "C", "H", "N", "C", "C", "H", "N", "H", "H", "H", "S"], "coordinates": [[0.2562, -0.0779, -0.2138], [-1.4542, -1.6862, -0.9064], [-2.8533, -1.0486, -0.0708], [-1.1004, 0.1664, -0.0994], [0.5747, 1.9893, 0.0142], [-1.5313, 1.3773, -0.1148], [1.1413, 1.0035, -0.0809], [-1.8420, -1.1318, -0.0191], [0.7026, -0.9533, 0.2962], [2.4381, 1.0429, -0.0153], [4.4729, 0.1142, 0.4167], [-1.5680, -1.7209, 0.8337], [-2.5270, 1.3162, 0.0885], [3.2903, -0.3909, -0.1288]], "total_energy_ha": -680.9232, "max_force_ev_per_a": 4.16, "e_above_lowest_kcal_mol": 37.1}

7.
{"formula": "C3H7N3S", "method": "wB97M-V/def2-TZVPD", "symbols": ["H", "S", "N", "H", "C", "H", "C", "H", "H", "N", "H", "C", "H", "N"], "coordinates": [[1.3219, 1.2908, 1.9500], [1.8759, -0.8479, -0.1601], [-1.4780, 1.2046, 0.0158], [-0.5604, -1.6701, -2.9120], [-0.4084, 0.6667, 0.5709], [-1.3139, 0.0900, -1.9937], [-0.3555, -0.6575, -1.5742], [-1.7752, 2.0250, 0.5256], [0.7707, -0.1000, 2.3091], [0.2267, -1.6436, -2.1596], [-0.1853, 1.5064, 2.6628], [0.3825, 0.7669, 1.9958], [1.3347, -2.2408, -0.9088], [0.1643, -0.3904, -0.3215]], "total_energy_ha": -680.8183, "max_force_ev_per_a": 6.67, "e_above_lowest_kcal_mol": 102.9}

8.
{"formula": "C3H7N3S", "method": "wB97M-V/def2-TZVPD", "symbols": ["C", "H", "H", "H", "H", "N", "N", "H", "C", "H", "C", "S", "N", "H"], "coordinates": [[1.6552, -1.2337, 0.1452], [2.6696, -1.5739, 0.1953], [-2.8052, -0.7724, -0.3970], [1.1333, -1.7112, -0.6829], [-0.6092, -0.5247, -0.2582], [1.7078, 0.2420, -0.1042], [-1.7932, 1.0319, 0.1859], [2.6112, 0.6775, -0.1687], [0.6396, 1.0989, -0.0564], [-3.7643, 0.7937, 0.1428], [-2.8152, 0.2607, -0.0220], [0.8204, 2.7296, 0.0375], [-0.5660, 0.4827, -0.0856], [1.1161, -1.5010, 1.0683]], "total_energy_ha": -680.9116, "max_force_ev_per_a": 2.14, "e_above_lowest_kcal_mol": 44.3}

9.
{"formula": "C3H7N3S2", "method": "wB97M-V/def2-TZVPD", "symbols": ["N", "C", "C", "H", "S", "N", "H", "H", "N", "H", "C", "S", "H", "H", "H"], "coordinates": [[2.4327, -1.4809, 0.4567], [-1.2120, -0.9104, 0.9906], [-2.0196, 0.3580, 0.7094], [-1.2930, -1.1822, 2.0597], [3.0222, 1.5474, 0.6910], [1.2507, -1.1862, 0.4872], [-3.0520, 0.0804, 0.7932], [3.2491, -1.4360, -1.5090], [3.5455, -0.5346, -1.3898], [-1.8204, 0.6813, -0.2929], [0.1685, -0.7595, 0.5534], [3.6414, -0.2326, 0.2763], [-1.5991, -1.8226, 0.3813], [-1.6772, 1.1613, 1.2013], [4.2938, -0.0950, -1.8899]], "total_energy_ha": -1078.9986, "max_force_ev_per_a": 4.01, "e_above_lowest_kcal_mol": 105.6}

Number 1: HOMO energy -9.098 eV. Number 2: HOMO energy -8.153 eV. Number 3: HOMO energy -8.794 eV. Number 4: HOMO energy -8.334 eV. Number 5: HOMO energy -8.275 eV. Number 6: HOMO energy -8.469 eV. Number 7: HOMO energy -8.481 eV. Number 8: HOMO energy -8.045 eV. Number 9: HOMO energy -8.241 eV.